1.
Entry from OMol25: a molecular structure, C4H20BClN8NiO4 in a non-equilibrium geometry (ωB97M-V/def2-TZVPD).

As for the net charge: -1. Its expectation value of S² is 3.75. The spin multiplicity is 4.

Geometry as XYZ:
```
39
Properties=species:S:1:pos:R:3:forces:R:3:mulliken_spin:R:1
Ni 1.223641 0.305802 -0.110533 -0.168 0.119 1.715 0.28
B 2.982337 0.338184 -1.347707 0.447 -0.199 -1.071 0.19
H 2.704641 -0.319876 -2.156461 -1.128 -2.375 -3.020 0.00
H 3.999196 0.670156 -1.489284 3.625 1.504 -0.152 0.00
H 2.309014 1.173595 -1.233817 -2.455 3.911 -0.402 0.01
H 2.944353 -0.190991 -0.408153 0.112 -2.527 3.865 0.03
Cl 1.963751 1.732499 1.963902 -0.412 -0.269 -0.412 0.03
C -1.790213 0.421928 1.266271 0.062 1.092 1.035 7.13
O -0.785395 0.281277 0.667529 3.927 -1.271 -2.777 -4.37
N -2.976242 0.517795 0.772603 -3.540 -0.334 -2.832 0.46
N -1.840791 0.652399 2.539421 0.366 0.390 5.268 -0.68
H -3.029775 0.470913 -0.234882 -0.571 0.146 -0.108 -0.25
H -3.662451 1.005590 1.330520 -0.456 -0.053 -0.645 -0.24
H -2.753058 0.759766 2.959354 0.464 -0.047 0.310 -0.13
H -1.019128 0.727760 3.121917 -0.017 0.086 -0.399 0.01
C -0.204724 -1.827913 -2.173817 2.050 0.312 -2.296 2.10
O 0.333792 -0.934117 -1.543108 -0.810 -0.752 0.725 -1.56
N 0.458689 -2.774030 -2.879733 2.851 -1.629 0.765 -0.18
N -1.406397 -1.885787 -2.686124 -5.112 2.002 0.491 0.27
H -0.004809 -3.284536 -3.617737 0.502 0.039 0.454 0.03
H 1.381865 -3.014162 -2.547786 -0.032 -0.063 -0.514 -0.04
H -1.845347 -2.672400 -3.142918 0.536 0.012 0.354 -0.19
H -2.073782 -1.184474 -2.398278 -0.085 0.130 0.088 -0.28
C 1.478153 -2.233763 2.118184 -0.343 2.397 -4.618 0.57
O 1.585609 -1.360220 1.264818 0.132 0.461 -0.111 -0.29
N 1.284624 -2.063953 3.362811 -0.710 2.424 5.792 -0.06
N 1.444283 -3.474303 1.782629 0.244 -4.434 -1.034 0.04
H 0.787570 -2.748906 3.914051 0.114 0.260 -0.193 -0.03
H 1.132443 -1.093609 3.598113 0.136 0.053 0.329 0.00
H 1.611784 -4.080777 2.572708 -0.014 -0.830 -1.012 -0.01
H 1.487106 -3.698399 0.798738 0.233 -0.351 0.468 -0.02
C -0.626065 3.301609 -0.893225 1.915 -4.480 -0.869 0.80
O 0.113007 2.349731 -1.037526 0.458 -1.519 -0.716 -0.40
N -1.845038 3.419018 -1.262623 -6.204 -0.348 -2.313 0.14
N -0.256748 4.360222 -0.337683 3.162 6.855 3.892 -0.04
H -2.366194 4.203714 -0.898294 -0.209 -0.443 -0.253 -0.16
H -2.415946 2.665435 -1.617985 0.392 -0.112 0.051 -0.20
H -0.938754 5.089800 -0.187077 0.660 -0.004 0.244 0.05
H 0.614999 4.395020 0.171184 -0.121 -0.152 -0.096 -0.01
```
Forces are in eV/Å.

=====

2.
Entry from OMol25: 11 unconnected molecules or ions with the total composition C4H20BO18 (ωB97M-V/def2-TZVPD).

As for the net charge: -1.

Geometry as XYZ:
```
43
Properties=species:S:1:pos:R:3:forces:R:3:lowdin_charge:R:1
O 1.797877 -2.738545 -0.042990 -0.067 -0.230 0.206 0.15
C 0.845768 -2.010971 -0.034596 0.446 0.127 -0.383 -0.37
O 0.663827 -0.981711 0.761587 -0.103 0.041 -0.023 0.23
B -0.527949 -0.228206 0.303905 -0.298 0.329 0.689 -0.85
O -1.131931 -1.047054 -0.735961 0.227 -0.070 -0.453 0.26
C -0.343892 -2.076986 -1.005326 -0.712 -0.191 0.489 -0.35
O -0.573610 -2.960387 -1.777837 0.142 -0.027 -0.127 0.14
O -0.140879 1.117719 -0.168896 -0.085 -0.082 -0.046 0.24
C -0.703797 2.030278 0.601101 0.001 -0.078 -0.017 -0.36
O -0.580020 3.217938 0.500369 0.032 0.259 -0.130 0.14
C -1.574681 1.304886 1.646000 0.032 0.079 -0.096 -0.37
O -1.472250 0.014080 1.421617 0.280 -0.282 -0.238 0.25
O -2.230551 1.844987 2.485368 -0.080 0.102 0.237 0.16
O 3.191660 -0.726648 2.385513 0.051 -0.064 0.070 -0.06
H 3.923015 -1.320204 2.192588 -0.043 -0.030 -0.009 0.03
H 2.437655 -1.117138 1.926256 0.036 0.112 -0.018 0.00
O 1.574340 -4.019571 -3.335810 0.199 0.114 -0.144 -0.08
H 2.507636 -4.024730 -3.080731 -0.245 -0.193 0.105 0.01
H 1.115429 -4.054806 -2.487915 -0.062 0.079 -0.088 0.00
O 1.394645 3.391311 -1.801145 -0.097 0.122 -0.165 -0.06
H 0.651723 3.481707 -1.188905 0.103 -0.080 0.160 -0.01
H 1.341249 2.477471 -2.095085 0.022 -0.024 0.078 0.02
O 2.117123 -4.436547 2.681522 0.003 -0.063 0.078 -0.06
H 2.098622 -4.100694 3.583211 0.002 0.042 -0.036 0.04
H 1.243968 -4.240273 2.327995 0.050 0.040 -0.047 0.03
O 3.609043 -4.653398 -1.349365 0.241 -0.019 0.100 -0.06
H 4.383902 -4.083672 -1.384398 -0.008 -0.026 0.077 0.05
H 3.134632 -4.362459 -0.557373 -0.056 0.086 -0.177 0.02
O -2.822002 0.739193 -3.197517 -0.049 0.055 0.126 -0.06
H -2.063024 1.225664 -2.862961 -0.008 -0.016 0.028 0.02
H -2.593479 -0.187417 -3.049611 0.090 0.006 -0.188 0.01
O -1.283743 6.398210 -0.373085 -0.019 -0.039 -0.015 -0.06
H -1.306181 6.018972 -1.257409 0.038 -0.016 0.022 0.04
H -0.627988 5.871202 0.098188 -0.075 -0.047 0.012 0.02
O -2.464439 1.515750 5.528786 -0.066 -0.023 0.128 -0.07
H -2.863536 1.008348 4.814147 0.087 0.068 -0.087 0.02
H -2.267047 2.362575 5.116700 -0.003 -0.039 -0.068 0.02
O -1.044689 -1.600316 -4.375408 -0.113 -0.066 0.178 -0.05
H -0.857981 -2.334484 -3.770990 0.043 0.083 -0.118 0.01
H -0.305548 -0.997736 -4.253884 0.049 -0.053 -0.071 0.04
O -2.992663 4.927142 2.203378 0.039 0.046 0.028 -0.07
H -2.296828 4.276584 2.356499 -0.131 -0.132 -0.093 0.00
H -2.963404 5.079933 1.252466 0.108 0.096 0.024 0.02
```
Forces are in eV/Å.

=====

3.
Entry from OMol25: 6 unconnected molecules or ions with the total composition C4H20NO5 in a non-equilibrium geometry (ωB97M-V/def2-TZVPD).

Its expectation value of S² is 0.75. The spin multiplicity is 2.

Geometry as XYZ:
```
30
Properties=species:S:1:pos:R:3:forces:R:3:mulliken_spin:R:1
C -0.208872 -2.963549 1.300632 0.211 -0.293 0.536 -0.01
C -1.051872 -1.800437 1.782361 -1.345 0.448 1.281 0.02
C -1.463736 -0.837440 0.680688 -0.199 1.152 0.523 0.02
C -0.237059 0.267731 -1.147017 1.587 1.198 0.182 0.76
N -0.320931 -0.106835 0.157836 -0.983 -1.604 -0.291 0.23
H -0.356654 -3.862202 1.899330 -0.181 0.000 0.212 0.00
H 0.859801 -2.778776 1.368822 0.127 0.221 -0.436 0.00
H -0.508892 -3.242492 0.289068 0.265 0.200 -0.088 0.01
H -0.757246 -1.223625 2.676506 1.398 -0.022 -0.605 0.00
H -1.927432 -2.168139 2.338325 -0.554 -0.442 -0.980 0.00
H -2.124751 -0.029465 1.018640 -0.381 -0.494 0.560 -0.01
H -2.072962 -1.358768 -0.065708 0.649 -0.017 -0.425 0.00
H -0.935632 0.226137 -1.953223 -0.762 -0.379 0.410 -0.02
H 0.698546 0.761336 -1.350115 -0.092 0.012 -0.320 0.01
H 0.307077 0.258904 0.866581 -0.217 -0.062 -0.588 -0.07
H 0.305190 3.477795 -0.255931 -0.119 -0.188 0.111 -0.01
H -0.258734 3.764317 -1.632562 -0.196 -0.166 -0.070 -0.01
O -0.528834 3.598208 -0.723602 0.577 0.730 0.029 0.04
H -3.278796 1.693437 -0.506784 -0.191 1.200 -0.349 0.00
H -1.803528 2.597272 -0.350673 -1.108 0.040 -0.670 -0.01
O -2.368360 1.807030 -0.263919 0.434 -1.188 1.047 0.01
H 1.849352 -1.195556 -3.102498 -0.109 -0.148 -0.216 0.01
H 0.546974 -2.032786 -3.233877 0.169 -0.049 -0.130 0.00
O 0.982291 -1.351537 -2.709477 0.356 -0.339 -0.206 0.01
H 1.576310 0.905223 3.000506 0.264 -0.160 -0.058 0.00
H 2.405651 0.154423 1.889491 0.115 0.086 0.035 0.00
O 1.554108 0.538698 2.111413 -0.075 0.282 0.331 0.00
H 2.916130 -0.822739 -0.830069 0.368 0.169 -0.354 0.00
H 3.419243 0.713113 -0.949765 0.381 -0.598 -0.227 0.00
O 2.747332 0.102648 -0.641802 -0.388 0.409 0.754 0.01
```
Forces are in eV/Å.

=====

4.
Entry from OMol25: 6 unconnected molecules or ions with the total composition C4H20O6 in a non-equilibrium geometry (ωB97M-V/def2-TZVPD).

The SMILES is CCO.CCO.O.O.O.O.

Geometry as XYZ:
```
30
Properties=species:S:1:pos:R:3:forces:R:3:lowdin_charge:R:1
C -20.071714 17.343442 -16.100793 0.204 0.859 0.073 -0.08
C -19.182780 16.190006 -15.636971 -2.394 -0.268 -0.442 -0.24
O -19.698970 15.050443 -16.403088 1.000 0.150 -0.203 -0.13
H -19.884890 17.680323 -17.120455 0.295 -0.349 -0.114 0.08
H -19.963860 18.244205 -15.496565 0.256 -0.085 0.273 0.08
H -21.139107 17.126677 -16.058455 0.090 -0.478 0.180 0.07
H -19.469768 15.913463 -14.622443 0.642 0.482 0.344 0.11
H -18.114327 16.359302 -15.770554 -0.119 -0.127 -0.059 0.11
H -18.997871 14.396735 -16.455315 -0.032 -0.212 -0.036 0.09
C -25.978340 13.839277 -12.913450 -0.869 -0.555 0.942 -0.08
C -24.571974 13.617534 -12.392278 -1.119 0.496 -0.563 -0.29
O -23.855350 13.176025 -13.545838 0.492 -0.094 0.597 -0.09
H -26.696290 13.931034 -12.098442 0.104 0.109 0.313 0.07
H -26.285910 12.917073 -13.406433 -0.028 0.220 -0.469 0.08
H -26.145136 14.734431 -13.512604 0.463 -0.211 -0.312 0.08
H -24.542017 12.867636 -11.601799 -0.047 -0.073 -0.028 0.12
H -24.215770 14.567007 -11.992616 0.543 0.000 0.003 0.10
H -22.996685 12.885586 -13.229717 0.306 -0.050 -0.330 0.10
O -24.993574 13.371643 -17.198894 -0.466 -0.344 -0.406 -0.05
H -25.030039 13.394032 -16.242647 0.038 0.059 0.214 0.01
H -24.127671 13.718160 -17.414213 0.012 0.219 0.189 -0.01
O -22.289574 14.086469 -16.935270 -0.264 -0.285 -0.165 -0.05
H -22.134795 13.551386 -17.713712 0.044 -0.170 -0.224 0.07
H -21.431922 14.454483 -16.722613 0.879 0.391 0.191 0.01
O -23.793162 15.462219 -15.085802 -0.246 0.674 -0.174 -0.04
H -23.950641 14.669454 -14.573016 0.152 -0.574 0.280 -0.01
H -23.223499 15.176779 -15.800123 0.062 -0.142 -0.378 0.01
O -23.709765 17.414263 -13.311554 0.084 0.896 0.815 -0.07
H -23.634217 16.776849 -14.021638 -0.020 -0.544 -0.677 -0.04
H -24.003674 16.901243 -12.558791 -0.061 0.009 0.166 0.00
```
Forces are in eV/Å.

=====

DFT total energy across the listed records, respectively: -78824.2055; -42013.5800; -16196.5797; -16756.9685 eV.
Molar mass across the listed records, respectively: 349.2; 367.0; 162.2; 164.2 g mol⁻¹.
Energy relative to the best compared isomer or geometry (same formula, charge and spin) across the listed records, respectively: 42.18; 4.36; 32.76; 6.47 kcal per mole.